No. 1
# C4H6N4

One molecule with the formula C4H6N4 in a non-equilibrium geometry (wB97M-V/def2-TZVPD, the Open Molecules 2025 dataset).

Results
**SMILES string**: C=C1N=CNNC=N1
**Energy relative to the best compared isomer or geometry (same formula, charge and spin)**: 5.014 eV
**Maximum force**: 0.1179 hartree/bohr
**HOMO-LUMO gap**: 8.674 eV
**E_HOMO**: -8.158 eV

Geometry as XYZ:
```
14
Properties=species:S:1:pos:R:3:forces:R:3:mulliken_charge:R:1
C 1.225511 -1.521724 1.643352 1.9 5.3 -2.1 -0.74
C 0.665215 -0.551388 0.823643 -1.3 -5.6 1.1 0.22
N -0.744171 -1.076108 0.760433 0.8 3.0 -2.4 -0.41
C -1.542455 -0.496226 -0.051220 0.0 1.2 0.4 -0.02
N -1.523750 0.739917 -0.806820 1.2 -1.4 2.0 -0.22
N -0.331354 1.573355 -0.948666 0.8 0.0 -1.0 -0.30
C 1.026911 0.984248 -0.945137 -2.2 1.3 -1.3 0.02
N 1.475886 0.114071 -0.157711 -0.8 0.0 1.1 -0.39
H 2.191424 -1.212513 1.886360 2.3 -0.3 0.1 0.31
H 0.934917 -2.337091 2.178472 -2.0 -1.7 1.1 0.36
H -2.515458 -0.981705 -0.097810 -0.2 0.4 -0.5 0.33
H -2.242118 0.627361 -1.496355 0.5 0.8 -1.1 0.23
H -0.408552 2.544916 -1.438612 -0.4 -2.9 1.2 0.29
H 1.652428 1.410924 -1.786536 -0.4 -0.3 1.3 0.32
```
Positions in Å, forces in eV/Å.

No. 2
# C4H6N4

One molecule with the formula C4H6N4 in a non-equilibrium geometry (wB97M-V/def2-TZVPD, the Open Molecules 2025 dataset).

Results
**SMILES string**: [H]/N=C1/NN=C[C@H]2N[C@@H]12
**Energy relative to the best compared isomer or geometry (same formula, charge and spin)**: 3.918 eV
**Maximum force**: 0.0945 hartree/bohr
**HOMO-LUMO gap**: 9.261 eV
**E_HOMO**: -8.662 eV

Geometry as XYZ:
```
14
Properties=species:S:1:pos:R:3:forces:R:3:mulliken_charge:R:1
H 2.701909 -0.800151 0.728454 -0.7 -0.9 0.9 0.22
N 1.911701 -1.076201 1.377235 -0.3 2.1 -2.6 -0.76
C 0.858122 -0.539318 0.785965 1.8 -1.6 1.8 0.51
N -0.279449 -0.507816 1.534021 -4.3 0.5 2.2 0.02
N -1.621315 -0.052364 1.149756 2.5 0.1 -1.3 -0.69
C -1.753261 0.339585 -0.075358 -2.7 -1.0 1.5 -0.16
C -0.696642 0.264780 -1.123092 1.0 0.2 3.4 -0.26
N 0.229277 1.316763 -0.866688 1.5 0.0 0.3 -0.58
C 0.751043 -0.080624 -0.628154 -0.7 0.8 -2.1 -0.03
H -0.439822 -0.736979 2.594037 1.7 0.4 -3.1 0.32
H -2.889114 0.659054 -0.253185 2.8 -0.6 -0.2 0.30
H -1.041072 -0.000760 -2.038627 -0.5 -0.6 -2.9 0.55
H 0.727501 1.574767 -1.695904 0.0 0.6 -0.6 0.27
H 1.541123 -0.360737 -1.488460 -1.9 0.0 2.6 0.30
```
Positions in Å, forces in eV/Å.

No. 3
# C4H6N4

One molecule with the formula C4H6N4 in a non-equilibrium geometry (wB97M-V/def2-TZVPD, the Open Molecules 2025 dataset).

Results
**SMILES string**: [H]/N=C(/C#C)N/C=N\N
**Energy relative to the best compared isomer or geometry (same formula, charge and spin)**: 4.343 eV
**Maximum force**: 0.0538 hartree/bohr
**HOMO-LUMO gap**: 9.642 eV
**E_HOMO**: -8.797 eV

Geometry as XYZ:
```
14
Properties=species:S:1:pos:R:3:forces:R:3:mulliken_charge:R:1
H 3.226985 0.549740 0.415107 -2.4 -0.7 0.6 0.22
N 2.398261 0.159695 0.995362 -0.5 0.0 -1.6 -0.66
C 1.225302 -0.056905 0.457108 1.1 0.1 1.8 0.15
C 0.218355 -0.694595 1.409356 0.8 0.4 -0.9 -0.39
C -0.460266 -1.286409 2.212436 0.0 -0.9 1.0 0.29
N 0.785154 0.249408 -0.843413 -1.4 -0.3 0.8 -0.32
C -0.415891 -0.343873 -1.408045 0.3 -1.2 -0.7 0.01
N -1.627022 0.003617 -1.194061 0.8 -0.6 -0.7 -0.31
N -1.874323 1.074235 -0.416206 2.7 0.1 0.4 -0.33
H -0.918896 -1.927087 3.023469 0.6 1.4 -1.7 0.37
H 1.512512 0.319113 -1.514481 0.8 0.2 -0.4 0.24
H -0.205380 -1.191058 -2.141134 -0.6 1.1 1.2 0.30
H -2.791921 1.406576 -0.509825 -1.0 0.6 -0.3 0.24
H -1.072869 1.737544 -0.485674 -1.3 -0.2 0.5 0.20
```
Positions in Å, forces in eV/Å.

No. 4
# C4H6N4

One molecule with the formula C4H6N4 in a non-equilibrium geometry (wB97M-V/def2-TZVPD, the Open Molecules 2025 dataset).

Results
**Energy relative to the best compared isomer or geometry (same formula, charge and spin)**: 2.052 eV
**Maximum force**: 0.1751 hartree/bohr
**2S+1**: 3
**HOMO-LUMO gap (alpha / beta)**: 5.107 / 6.603 eV
**E_HOMO (alpha / beta)**: -4.247 / -9.996 eV

Geometry as XYZ:
```
14
Properties=species:S:1:pos:R:3:forces:R:3:mulliken_charge:R:1
C -1.982336 1.239810 -0.055118 3.5 0.4 -2.8 -0.82
C -1.104849 -1.904160 0.386610 1.8 0.3 0.2 0.38
C 0.694869 -0.585096 -0.347016 -0.8 -1.8 -2.0 -0.75
C 0.320032 0.788655 0.082772 2.4 1.2 1.3 -0.36
N -3.042273 1.673231 -0.368885 -8.1 3.1 -2.3 -0.18
N -2.204948 -2.113540 0.217197 -2.5 -0.6 -0.4 -0.43
N 0.195169 -1.637917 0.520314 -0.4 -0.4 -2.1 -0.30
N -1.009741 0.929269 0.493948 3.8 -3.3 3.6 0.31
H 0.125715 -0.872188 -1.266469 1.0 0.7 0.0 0.38
H 1.796360 -0.686331 -0.511889 -1.0 0.2 0.2 0.32
H 0.854969 0.838123 1.072059 0.3 1.0 -0.9 0.37
H 0.614796 1.532925 -0.741455 -0.3 -0.5 1.2 0.47
H -3.826133 1.079773 -0.581379 -0.9 -0.4 0.7 0.35
H 0.440394 -1.592132 1.434407 1.2 0.1 3.3 0.25
```
Positions in Å, forces in eV/Å.

No. 5
# C4H6N4O

One molecule with the formula C4H6N4O in a non-equilibrium geometry (wB97M-V/def2-TZVPD, the Open Molecules 2025 dataset).

Results
**SMILES string**: N/N=C/Nc1ccon1
**Energy relative to the best compared isomer or geometry (same formula, charge and spin)**: 4.368 eV
**Maximum force**: 0.1141 hartree/bohr
**HOMO-LUMO gap**: 9.384 eV
**E_HOMO**: -8.822 eV

Geometry as XYZ:
```
15
Properties=species:S:1:pos:R:3:forces:R:3:mulliken_charge:R:1
N 2.621955 -2.488515 0.520117 -0.7 -0.1 -1.9 -0.56
N 1.609888 -1.469560 -0.076594 -0.9 -1.6 3.8 -0.29
C 0.698513 -1.417272 0.887117 2.3 -0.8 0.3 -0.06
N -0.420432 -0.602191 0.911710 -3.9 -3.6 2.6 -0.18
C -0.751934 0.418242 0.122230 0.9 2.3 -2.7 0.58
C -1.905438 1.273362 0.279559 1.0 -1.8 1.0 -0.61
C -1.762957 2.151928 -0.710056 -1.0 -1.2 2.2 -0.30
O -0.681493 1.941086 -1.335191 2.6 0.9 -3.6 -0.19
N 0.037631 0.826548 -0.907820 -2.4 -0.3 2.2 -0.32
H 3.006867 -3.040162 -0.290504 -0.6 1.1 1.0 0.25
H 3.409000 -1.993943 0.912606 0.1 0.5 -0.1 0.23
H 0.862679 -1.967636 1.944927 -0.5 0.9 -2.8 0.30
H -1.423967 -1.123227 1.299793 4.3 1.8 -1.1 0.33
H -2.557869 1.288960 1.122452 -0.5 -0.2 0.1 0.33
H -2.457156 2.885778 -0.912735 -0.7 1.9 -1.1 0.48
```
Positions in Å, forces in eV/Å.

No. 6
# C4H6N4O

One molecule with the formula C4H6N4O in a non-equilibrium geometry (wB97M-V/def2-TZVPD, the Open Molecules 2025 dataset).

Results
**SMILES string**: Nc1cc(=O)nc(N)[nH]1
**Energy relative to the best compared isomer or geometry (same formula, charge and spin)**: 4.181 eV
**Maximum force**: 0.2088 hartree/bohr
**HOMO-LUMO gap**: 8.964 eV
**E_HOMO**: -8.777 eV

Geometry as XYZ:
```
15
Properties=species:S:1:pos:R:3:forces:R:3:mulliken_charge:R:1
N 2.198535 -1.031997 0.039545 0.9 4.5 3.0 -0.50
C 1.143168 -0.113319 0.062048 -4.3 -1.4 -1.4 0.41
C 1.105466 1.264759 0.034604 -1.1 -10.5 0.9 -0.70
C -0.020900 1.899114 -0.062550 -8.7 6.2 1.3 0.36
O -0.069081 3.136935 -0.010812 0.4 -0.9 -0.7 -0.63
N -1.383064 1.268299 -0.028337 2.4 1.3 -0.5 -0.52
C -1.346952 0.015668 -0.043228 -0.6 -3.5 0.2 0.49
N -2.478422 -0.787492 -0.037722 -5.6 -2.0 1.7 -0.59
N -0.236992 -0.787000 -0.048306 5.9 -3.4 2.3 -0.37
H 2.214983 -1.702280 -0.622413 -0.6 -2.7 -2.7 0.23
H 3.120748 -0.553987 0.026537 -1.0 -0.4 0.2 0.25
H 1.956657 1.592936 -0.068179 8.3 4.6 -0.8 0.64
H -2.695704 -1.979045 -0.432831 1.6 5.5 1.9 0.29
H -3.328366 -0.321336 0.665168 3.2 -2.1 -3.2 0.28
H -0.180079 -1.901259 0.526473 -0.8 4.9 -2.4 0.34
```
Positions in Å, forces in eV/Å.

No. 7
# C4H6N4O2

One molecule with the formula C4H6N4O2 in a non-equilibrium geometry (wB97M-V/def2-TZVPD, the Open Molecules 2025 dataset).

Results
**Energy relative to the best compared isomer or geometry (same formula, charge and spin)**: 9.747 eV
**Maximum force**: 0.0926 hartree/bohr
**HOMO-LUMO gap (alpha / beta)**: 8.187 / 8.185 eV
**E_HOMO (alpha / beta)**: -8.906 / -8.905 eV

Geometry as XYZ:
```
16
Properties=species:S:1:pos:R:3:forces:R:3:mulliken_charge:R:1
C 0.986795 1.661614 0.292184 0.8 0.5 0.4 -0.28
C 1.608692 0.507018 0.075957 -4.5 -1.2 0.8 0.22
C -0.979035 0.574196 0.036822 2.5 0.8 1.1 0.86
C -2.363244 0.359614 -0.317616 -0.8 0.5 -3.0 -1.20
N -0.346006 1.757392 0.121217 -1.8 -0.8 0.0 -0.61
N -0.248475 -0.489831 0.449290 3.9 1.9 0.4 -0.01
N -0.332314 -1.767390 0.251422 -0.9 -2.1 1.1 -0.48
N 2.700007 -0.233741 -0.071839 -0.6 -1.3 0.8 0.79
O 3.550699 0.210634 -0.792257 2.0 0.5 -1.0 -0.56
O 2.674700 -1.360440 0.437348 0.4 -0.2 0.0 -0.56
H 1.551250 2.508001 0.707733 -0.5 0.1 -0.6 0.39
H -2.937037 1.166802 -0.744760 0.7 1.0 -0.1 0.34
H -2.411329 -0.358700 -1.135110 0.1 -0.5 0.1 0.31
H -3.025687 0.051544 0.404022 -0.9 -1.3 2.3 0.33
H -0.105864 -2.536678 0.979614 -0.1 2.6 -1.5 0.27
H -0.323156 -2.050035 -0.694026 -0.1 -0.7 -1.0 0.20
```
Positions in Å, forces in eV/Å.

No. 8
# C4H6N4O2

One molecule with the formula C4H6N4O2 in a non-equilibrium geometry (wB97M-V/def2-TZVPD, the Open Molecules 2025 dataset).

Results
**Energy relative to the best compared isomer or geometry (same formula, charge and spin)**: 7.472 eV
**Maximum force**: 0.0701 hartree/bohr
**HOMO-LUMO gap**: 8.473 eV
**E_HOMO**: -7.917 eV

Geometry as XYZ:
```
16
Properties=species:S:1:pos:R:3:forces:R:3:mulliken_charge:R:1
C 0.167375 -0.612393 0.754732 2.3 2.7 -0.4 -0.93
C 1.170653 0.490123 1.042543 -1.5 -1.5 1.6 0.07
C 1.921176 1.289620 0.367827 1.0 0.5 -2.4 0.50
C -0.556271 -0.874280 -0.314487 -1.4 -1.4 0.2 0.93
N -0.706118 -0.179607 -1.489114 2.2 -0.3 0.1 -0.51
N 2.632790 2.048526 -0.299782 -0.9 0.1 0.4 -0.62
N -1.873156 0.119440 -1.814225 -1.3 2.2 -1.9 0.51
N -2.994544 0.118100 -1.279744 -1.8 0.3 -0.7 -0.78
O 1.324414 0.548439 2.434337 -1.4 -1.0 0.2 -0.53
O -1.250623 -2.114197 -0.242197 0.7 1.0 -0.4 -0.50
H 0.158188 -1.303086 1.554617 -0.1 -0.6 0.8 0.36
H 3.509555 1.649661 -0.609587 0.3 -0.2 0.1 0.26
H -1.988670 0.664566 -2.696142 1.0 -0.8 0.4 0.34
H -2.990570 -0.309161 -0.400478 0.3 -1.0 1.9 0.30
H 2.072380 1.044661 2.703666 1.1 0.8 0.1 0.28
H -0.596578 -2.580413 0.288033 -0.6 -0.8 0.0 0.32
```
Positions in Å, forces in eV/Å.

No. 9
# C4H6N4O3

A 2-piece molecular cluster, C4H6N4O3 overall in a non-equilibrium geometry (wB97M-V/def2-TZVPD, the Open Molecules 2025 dataset).

Results
**Energy relative to the best compared isomer or geometry (same formula, charge and spin)**: 5.755 eV
**Maximum force**: 0.1169 hartree/bohr
**HOMO-LUMO gap**: 9.108 eV
**E_HOMO**: -10.680 eV

Geometry as XYZ:
```
17
Properties=species:S:1:pos:R:3:forces:R:3:mulliken_charge:R:1
C -1.034997 0.832334 0.347107 0.3 2.9 0.5 0.47
C -0.175025 -0.115974 0.026601 5.6 -0.6 -2.0 0.41
C -0.930230 2.327767 0.463867 -0.6 -1.2 -1.0 -0.94
C -0.085008 -2.647585 -0.108362 1.3 3.5 -0.4 -0.80
N -2.076766 0.147853 0.818009 -1.0 -0.6 0.1 -0.36
N -1.854794 -1.137909 0.729090 -1.1 -0.6 0.2 -0.76
N -0.667807 -1.306148 0.204528 0.7 -2.3 0.8 0.65
N 2.344936 0.731036 -0.786793 1.6 2.8 -2.4 1.04
O 1.852924 1.845441 -0.699390 -0.3 -0.8 0.7 -0.55
O 3.422021 0.501720 -1.304481 0.1 -0.1 0.6 -0.60
O 1.720392 -0.336258 -0.470685 -5.4 -1.7 2.0 -0.42
H -0.542832 2.710507 -0.523976 -0.5 0.0 1.4 0.28
H -2.005071 2.583589 0.665272 1.3 0.6 0.1 0.33
H -0.207929 2.448213 1.287628 -0.5 0.8 -0.4 0.23
H -0.070494 -2.584351 -1.161821 -0.3 -1.1 -1.3 0.36
H 0.968378 -2.632485 0.158861 -0.1 -0.2 0.5 0.30
H -0.657697 -3.367750 0.354544 -1.2 -1.6 0.7 0.33
```
Positions in Å, forces in eV/Å.